DFT (ωB97M-V/def2-TZVPD) results for a molecular structure, C29H30N3PPt.

Geometry as XYZ:
```
64
Properties=species:S:1:pos:R:3
Pt 1.064 -0.337 -0.415
P -0.250 0.334 1.373
N 0.982 1.386 -1.777
N 3.258 2.282 0.118
N -4.373 -2.964 -4.743
C -0.052 3.648 4.552
C -0.182 1.642 2.630
C 0.207 -1.265 2.053
C 1.752 -1.644 -1.904
C -0.901 2.561 4.739
C 1.543 -3.042 1.168
C -3.900 -0.954 0.049
C 3.205 2.386 -2.342
C -2.794 1.423 0.950
C 0.998 -1.766 1.004
C -4.106 1.396 0.502
C 0.056 -1.340 -3.749
C -0.971 1.567 3.780
C -4.662 0.206 0.052
C -0.394 -2.943 -2.026
C 1.294 -3.753 2.335
C 0.477 -1.991 -2.583
C -1.186 -1.585 -4.309
C -2.588 -0.928 0.498
C -2.043 -2.512 -3.722
C -2.028 0.259 0.958
C 0.725 3.733 3.410
C 0.508 -3.228 3.359
C -3.335 -2.765 -4.289
C -1.629 -3.201 -2.578
C 0.666 2.728 2.449
C -0.047 -1.966 3.225
C 1.976 1.638 -2.849
C 3.859 1.748 -1.115
H 3.920 2.439 -3.167
H 0.058 1.300 -2.190
H -4.327 -1.882 -0.310
H -0.090 -3.458 -1.122
H -1.655 0.736 3.912
H -4.697 2.303 0.503
H -1.495 -1.066 -5.207
H 2.271 0.677 -3.263
H 4.943 1.893 -1.150
H -0.003 4.429 5.300
H 1.379 4.583 3.262
H 3.291 1.587 0.855
H 2.462 -1.198 -2.603
H 0.715 -0.627 -4.230
H 0.965 2.187 -1.153
H -1.512 2.496 5.630
H -1.989 -1.831 0.475
H -0.655 -1.541 4.015
H 2.933 3.417 -2.097
H 3.779 3.090 0.440
H 2.168 -3.486 0.403
H 1.278 2.784 1.555
H 1.513 2.214 -3.655
H -2.289 -3.932 -2.129
H 3.681 0.670 -1.128
H -2.366 2.353 1.306
H 0.335 -3.807 4.257
H 2.219 -2.526 -1.470
H -5.685 0.184 -0.300
H 1.727 -4.740 2.457
```

Results
Lowest unoccupied orbital energy ... 0.3 eV
Frontier orbital gap ... 7.8981 eV
ΔE to the lowest compared entry with this formula, charge and spin ... 0.8 kJ/mol
Calculated total energy ... -1748.0280 Eh

=====

DFT (ωB97M-V/def2-TZVPD) results for a molecular structure, C29H31Br3N5Y.

Geometry as XYZ:
```
69
Properties=species:S:1:pos:R:3
Y 0.727 -0.242 -0.311
Br 3.603 0.627 0.720
Br -6.730 0.264 -1.244
Br 3.238 0.262 -2.389
N -1.006 -1.748 -1.085
N -0.283 1.555 -1.742
N 0.355 -1.019 2.083
N 1.586 -2.553 -0.873
N 0.130 1.405 0.930
C -0.810 2.418 2.982
C 2.130 4.451 0.175
C -2.363 -1.298 -1.150
C -1.682 1.993 -1.479
C -0.697 -2.906 -1.516
C -4.179 -0.147 -0.081
C -0.757 -0.112 4.128
C -0.288 1.350 2.254
C 2.050 4.460 -1.215
C 1.294 3.500 -1.864
C 4.008 1.374 -1.011
C 0.621 2.523 -1.131
C 1.677 -1.305 2.694
C 3.238 -4.273 -1.067
C 2.311 -5.130 -1.630
C 0.686 -3.396 -1.411
C -0.442 -2.265 2.140
C -1.295 2.219 4.265
C 0.712 2.496 0.278
C -4.451 -1.045 -2.307
C -3.148 -1.514 -2.276
C -1.276 0.958 4.842
C 2.835 -2.993 -0.711
C -0.270 0.080 2.845
C -0.139 1.416 -3.203
C 1.007 -4.681 -1.807
C -4.964 -0.370 -1.205
C 1.482 3.480 0.914
C -2.871 -0.598 -0.062
H 5.082 1.377 -1.145
H -2.255 -0.388 0.808
H 0.249 -5.320 -2.240
H -4.586 0.386 0.767
H 1.555 -1.760 3.680
H -2.738 -2.017 -3.144
H 0.896 1.242 -3.481
H 4.262 -4.576 -0.903
H -2.373 1.290 -1.940
H 1.564 3.472 1.993
H -5.066 -1.195 -3.183
H -1.658 0.806 5.842
H 2.557 5.226 -1.785
H -1.452 -2.082 1.783
H -0.503 -2.659 3.156
H -1.863 2.035 -0.410
H 2.223 -0.374 2.832
H 1.204 3.531 -2.941
H 2.590 -6.132 -1.926
H -0.492 2.307 -3.729
H 3.554 2.358 -1.069
H 2.245 -1.996 2.066
H -0.754 0.576 -3.528
H -1.834 2.983 -1.917
H 2.709 5.209 0.686
H -0.851 3.401 2.530
H 0.033 -3.025 1.517
H -0.730 -1.093 4.586
H -1.456 -3.581 -1.910
H 3.546 -2.294 -0.286
H -1.701 3.058 4.814
```

Results
Total charge ... +2
Lowest unoccupied orbital energy ... -6.8 eV
Frontier orbital gap ... 5.7916 eV
ΔE to the lowest compared entry with this formula, charge and spin ... 2.8 kJ/mol
Calculated total energy ... -9157.4624 Eh

=====

DFT (ωB97M-V/def2-TZVPD) results for a molecular structure, C29H31CdN11O5S.

Geometry as XYZ:
```
78
Properties=species:S:1:pos:R:3
Cd 0.239 0.313 0.107
S 2.107 0.168 -1.773
O -1.379 -2.322 3.158
O 0.250 -6.291 2.074
O 2.173 0.531 1.603
O -0.956 -4.834 3.236
O -0.577 -0.534 2.080
N -1.962 2.638 0.662
N -1.841 1.529 0.049
N -1.407 -0.544 -1.603
N 0.414 2.645 0.572
N 2.009 -0.094 3.758
N -0.341 2.232 -2.572
N 3.116 2.523 -2.675
N 0.665 -2.115 0.285
N 1.287 -3.106 -0.355
N 2.770 3.754 -3.157
N 1.010 2.543 -2.646
C 1.639 4.598 1.179
C -4.223 1.088 0.183
C 1.255 1.127 4.050
C 1.081 -4.296 0.231
C -0.749 4.577 1.361
C 0.586 4.853 -3.543
C -0.406 -2.618 -4.505
C -1.176 -1.675 -2.414
C -0.733 3.266 0.868
C -1.336 -2.976 -1.924
C -3.802 -1.079 -1.558
C -5.273 0.321 -0.200
C -1.041 -4.076 -2.713
C -5.040 -0.766 -1.093
C -0.718 -1.773 2.263
C 3.191 -1.553 2.198
C 2.413 -0.297 2.497
C 2.076 1.750 -2.353
C 0.287 -4.067 1.335
C 2.128 -1.129 4.775
C -0.567 -3.902 -4.009
C 0.051 -2.672 1.316
C 1.475 3.742 -3.137
C -0.708 -1.514 -3.717
C 0.446 5.243 1.510
C 1.572 3.297 0.728
C -2.910 0.797 -0.278
C -2.643 -0.318 -1.169
C -0.147 -5.163 2.251
H 3.172 -1.377 4.972
H 1.175 5.611 -4.052
H 4.021 -1.695 2.892
H 2.464 2.722 0.505
H -5.883 -1.367 -1.415
H -4.340 1.923 0.861
H 2.597 5.086 1.287
H -0.672 2.443 -1.637
H 0.108 5.297 -2.669
H 4.083 2.259 -2.602
H -1.701 -3.108 -0.911
H 1.153 1.227 5.127
H -0.332 -4.759 -4.627
H -0.588 -0.518 -4.127
H 1.790 1.992 3.659
H 0.270 1.077 3.587
H -0.201 4.482 -4.198
H 1.734 -2.916 -1.237
H 3.567 -1.485 1.181
H 0.460 6.259 1.883
H 1.595 -2.038 4.489
H -1.149 -3.843 3.245
H -3.679 -1.906 -2.242
H -6.272 0.515 0.164
H -1.181 -5.073 -2.312
H -0.046 -2.470 -5.516
H 1.490 -5.218 -0.148
H -0.464 1.223 -2.673
H -1.703 5.026 1.599
H 2.538 -2.425 2.284
H 1.687 -0.765 5.697
```

Results
Lowest unoccupied orbital energy ... -1.0 eV
Frontier orbital gap ... 6.1031 eV
ΔE to the lowest compared entry with this formula, charge and spin ... 0.0 kJ/mol
Calculated total energy ... -2668.2348 Eh

=====

DFT (ωB97M-V/def2-TZVPD) results for a molecular structure, C29H31Cl3N3O5ReS6 at a distorted geometry.

Geometry as XYZ:
```
78
Properties=species:S:1:pos:R:3
Re -0.867 1.970 0.936
Cl 2.998 -4.630 1.842
Cl 4.937 -2.975 -3.755
Cl 6.503 -0.935 0.203
S -1.566 -1.212 1.588
S -0.796 2.863 3.063
S -0.887 3.954 0.006
S 2.469 -2.382 -5.263
S -1.929 4.599 2.871
S -0.997 5.499 1.336
O -0.653 -0.057 1.695
O 5.329 -0.049 -2.493
O -0.993 -2.466 1.252
O -2.774 1.465 1.018
O -2.563 -0.844 0.462
N 3.289 1.576 0.106
N -1.734 0.895 -0.887
N 1.253 1.786 0.880
C -4.603 -1.790 6.724
C -3.027 1.108 -3.059
C 4.377 1.407 -0.867
C 4.905 -1.624 0.064
C -4.787 1.650 -1.278
C 4.195 0.120 -1.671
C 5.123 0.301 -3.859
C 3.318 1.164 1.422
C -3.846 -1.648 5.434
C -2.444 -1.345 3.069
C 2.386 -2.777 -0.028
C 2.708 -1.692 -0.828
C -4.442 1.615 -2.768
C 2.033 1.914 -0.182
C -4.282 0.418 -0.532
C 2.026 -0.788 -5.682
C -2.676 -2.626 3.560
C -2.899 -0.205 3.734
C 3.873 -1.837 -4.466
C -2.892 0.583 0.009
C -3.595 -0.377 4.911
C 2.060 1.304 1.900
C 4.012 -0.482 -4.497
C 2.928 0.117 -5.211
C -1.983 1.699 -2.121
C 4.624 -2.714 0.870
C 3.962 -1.087 -0.799
C 3.360 -3.274 0.819
C -3.378 -2.762 4.747
H -4.318 -0.469 -1.166
H -2.760 1.358 -4.087
H -5.866 1.723 -1.153
H -2.704 0.786 3.350
H 3.291 0.218 -2.285
H 1.408 -3.230 -0.055
H 4.398 2.277 -1.522
H -4.894 0.200 0.345
H -5.161 0.989 -3.302
H -4.549 2.618 -3.186
H 1.677 1.115 2.886
H -4.078 -1.287 7.537
H -5.589 -1.332 6.642
H 2.845 1.182 -5.376
H 4.230 0.829 1.883
H 1.967 -1.308 -1.521
H 6.078 0.110 -4.347
H -1.005 1.763 -2.601
H 5.381 -3.112 1.531
H -2.972 0.016 -3.006
H -3.562 -3.749 5.150
H -1.320 0.012 -1.179
H 4.910 1.371 -3.958
H -4.735 -2.835 6.999
H -4.386 2.550 -0.804
H 5.305 1.379 -0.301
H 1.141 -0.601 -6.265
H -3.950 0.494 5.449
H -2.257 2.711 -1.827
H 1.723 2.290 -1.143
H -2.306 -3.495 3.038
```

Results
Total charge ... +1
Lowest unoccupied orbital energy (spin up / spin down) ... -4.2 / -3.8 eV
Frontier orbital gap (spin up / spin down) ... 6.2296 / 6.8312 eV
Calculated total energy ... -5512.0173 Eh
Multiplicity ... 2